# 1
Here is a cluster of 2 separate species, CH3FP2 in total in a non-equilibrium geometry from OMol25. Energies are from ωB97M-V with the def2-TZVPD basis set.

Geometry as ORCA input:
```
! wB97M-V def2-TZVPD RIJCOSX def2/J DEFGRID3
* xyz 0 1
C -4.76412 0.42242 -0.05272
F -4.56254 1.65834 -0.15692
P -4.80601 -1.12460 -0.07964
P 0.30566 0.60920 0.25501
H 1.71469 0.50404 -0.00575
H 0.02430 1.03500 -1.04773
H 0.12337 -0.76167 -0.10415
*
```

## Properties
relative energy (zero: lowest compared OMol25 entry of this formula, charge and spin) = 1.896 eV
SMILES = FC#P.P
gap between HOMO and LUMO = 10.58 eV

***

# 2
Here is a cluster of 10 separate species, H20O10 in total in a non-equilibrium geometry from OMol25. Energies are from ωB97M-V with the def2-TZVPD basis set.

Geometry as ORCA input:
```
! wB97M-V def2-TZVPD RIJCOSX def2/J DEFGRID3
* xyz 0 1
O -0.94698 -0.93596 3.71777
H -0.30182 -0.24848 3.79631
H -1.78328 -0.48253 3.60983
O 3.24222 -2.01557 -1.41685
H 2.83585 -2.73150 -0.97447
H 3.64601 -1.39271 -0.78084
O -2.15083 -3.51236 1.09723
H -2.07026 -2.67974 1.37934
H -2.83112 -3.53672 0.36508
O 1.39829 2.09038 1.40625
H 0.70974 2.46543 1.05852
H 1.67963 2.79514 2.03456
O -1.99802 0.77465 -2.60205
H -2.40434 1.61973 -2.81969
H -2.59182 0.12938 -2.96188
O 2.62931 -0.78442 0.56941
H 2.43228 -0.45383 1.50195
H 2.44540 0.00014 0.18871
O 0.69065 -0.02366 -3.80168
H 1.28950 -0.48601 -3.09575
H -0.25655 -0.02048 -3.45980
O -1.26868 1.61215 2.44906
H -1.23226 1.14874 1.61755
H -1.66979 2.47060 2.32695
O -0.86897 3.71906 -0.04733
H 0.04770 3.70063 0.13859
H -1.03012 3.40926 -0.85068
O -0.49466 -1.23642 -1.46127
H -0.91576 -2.13825 -1.51774
H 0.14232 -1.07177 -0.84082
*
```

## Properties
relative energy (zero: lowest compared OMol25 entry of this formula, charge and spin) = 5.234 eV
SMILES = O.O.O.O.O.O.O.O.O.O
gap between HOMO and LUMO = 10.02 eV

***

# 3
Here is a cluster of 10 separate species, C59H88Cl2F10N2O15S2 in total in a non-equilibrium geometry from OMol25. Energies are from ωB97M-V with the def2-TZVPD basis set.

Geometry as ORCA input:
```
! wB97M-V def2-TZVPD RIJCOSX def2/J DEFGRID3
* xyz 0 1
C 4.83564 -1.48868 7.59902
O 3.70313 -2.34230 7.52587
C 2.64677 -1.69943 6.81242
C 2.77342 -2.01705 5.28221
C 2.68698 -0.69857 4.43077
C 1.97465 -0.99855 3.08201
C 2.55193 -1.87935 2.15467
C 3.91261 -2.55465 2.39217
C 5.00446 -1.43762 2.53221
C 6.11073 -1.48532 1.45251
S 7.59489 -2.34375 2.04944
O 8.63979 -1.40535 2.29852
O 7.28263 -3.14731 3.18338
O 8.06793 -3.28228 0.81832
C 1.87846 -2.15825 0.96271
C 2.41940 -3.12742 -0.06341
C 2.42415 -4.57335 0.44344
O 2.30329 -4.89244 1.58425
F 2.57097 -5.57440 -0.48374
C 0.67823 -1.52892 0.71927
C 0.11080 -0.63900 1.61880
C 0.74202 -0.36009 2.83353
C 0.02120 0.59494 3.78651
O -0.96859 -0.12988 4.51069
C -0.53089 -0.50144 5.80123
N -1.15781 0.03227 1.34259
C -2.24580 -0.91320 1.53292
Cl -1.91863 -2.56675 2.09503
C -3.54882 -0.67409 1.37651
C -4.62584 -1.73408 1.60049
Cl -4.15155 0.90099 0.90894
C -1.07655 0.61506 0.02417
C -0.72460 -0.10348 -1.11345
C -0.65678 0.42846 -2.37259
C -0.92779 1.76162 -2.58798
C -1.23602 2.54086 -1.46192
N -1.46499 3.93093 -1.68946
C -1.31428 1.98739 -0.18463
C -1.61940 2.88671 1.02130
C -2.79324 3.87837 0.83599
C -3.11262 4.48968 2.21633
F -4.21322 5.28866 2.02918
F -3.51200 3.53599 3.09774
C -1.92681 5.31100 2.81777
F -1.19093 4.54083 3.65395
F -1.05692 5.72100 1.85395
C -2.36175 6.59710 3.57670
F -2.85228 7.53431 2.74647
F -3.34170 6.26004 4.44641
C -1.22970 7.29078 4.39876
F -1.74096 8.45856 4.83652
F -0.16186 7.60775 3.66003
F -0.82770 6.59237 5.45421
S -0.30968 -1.81873 -0.77063
H 5.22087 -1.24889 6.58837
H 4.61012 -0.55295 8.13619
H 5.62524 -2.06912 8.09629
H 2.67230 -0.60895 7.01053
H 1.70429 -2.06602 7.24606
H 3.70848 -2.56810 5.15235
H 1.88634 -2.61268 5.01816
H 3.66802 -0.24712 4.24452
H 2.11577 0.01381 5.03227
H 3.82709 -3.18806 3.27885
H 4.21189 -3.20313 1.56169
H 4.54560 -0.44198 2.45923
H 5.45641 -1.50139 3.53396
H 6.42086 -0.44491 1.26942
H 5.76006 -1.87556 0.48877
H 7.67312 -2.87982 0.01956
H 1.89577 -3.09084 -1.02729
H 3.46887 -2.85422 -0.27940
H 0.70191 1.17133 4.43314
H -0.52797 1.33584 3.18984
H 0.34534 -1.15930 5.72013
H -0.34380 0.39539 6.42257
H -1.30348 -1.07960 6.33028
H -4.34346 -2.65166 1.06657
H -4.81937 -1.91166 2.66209
H -5.54069 -1.38042 1.09718
H -0.37371 -0.19928 -3.23601
H -0.89910 2.21564 -3.57906
H -1.29635 4.15193 -2.66545
H -0.71310 4.41888 -1.19459
H -1.89983 2.20782 1.83988
H -0.67243 3.36420 1.32536
H -2.51513 4.74447 0.22011
H -3.68483 3.45051 0.37105
C -5.57492 3.54742 -3.29795
C -4.47458 4.33930 -3.95431
O -3.38040 4.44389 -3.43883
C -4.79079 4.99435 -5.27544
H -5.20792 3.13399 -2.35869
H -6.42587 4.19470 -3.08886
H -5.88178 2.72904 -3.94415
H -5.60843 5.70568 -5.15435
H -5.06429 4.23696 -6.01119
H -3.91170 5.52924 -5.63286
C -4.30327 -1.25181 6.71840
C -4.77568 -2.44166 5.91986
O -4.42314 -2.60976 4.77492
C -5.70542 -3.41080 6.60838
H -3.64499 -0.64259 6.10055
H -5.15732 -0.64579 7.02560
H -3.75054 -1.58832 7.59782
H -6.62050 -2.89872 6.91070
H -5.21447 -3.84168 7.48257
H -5.96363 -4.21358 5.92004
C -6.86084 8.92165 -6.17038
C -7.69095 7.85524 -6.84305
O -7.24221 6.75391 -7.06592
C -9.10412 8.22133 -7.22586
H -5.87105 8.52416 -5.95176
H -6.75503 9.78387 -6.83069
H -7.33193 9.22606 -5.23420
H -9.09572 9.05329 -7.93194
H -9.67267 8.49533 -6.33555
H -9.58283 7.36540 -7.69811
C 5.43013 -1.52101 -1.84736
C 6.76337 -2.08226 -2.25988
O 7.58985 -2.41284 -1.43157
C 7.03204 -2.21905 -3.73279
H 5.37458 -1.47690 -0.76817
H 5.31106 -0.51212 -2.24198
H 4.62638 -2.16212 -2.21488
H 6.98640 -1.23991 -4.21265
H 6.29977 -2.89155 -4.18352
H 8.02720 -2.63589 -3.88138
C 1.01782 -0.97667 -6.19012
C -0.44517 -0.60763 -6.16652
O -1.05507 -0.51161 -5.12402
C -1.11684 -0.36350 -7.49417
H 1.37076 -1.12312 -5.17026
H 1.15969 -1.90423 -6.74679
H 1.59713 -0.17457 -6.65050
H -1.06799 -1.26453 -8.10766
H -0.63032 0.46523 -8.01133
H -2.16194 -0.10836 -7.32818
C -10.39555 3.02797 -3.32332
C -9.08744 2.49646 -2.79036
O -8.12292 2.35872 -3.50833
C -9.03164 2.14382 -1.32429
H -10.29267 3.23886 -4.38641
H -11.18303 2.28506 -3.18685
H -10.66176 3.95129 -2.80579
H -9.75986 1.36254 -1.10064
H -9.23832 3.02861 -0.71957
H -8.03653 1.77607 -1.07895
C 5.43096 -6.72001 -6.88671
C 6.18251 -5.66153 -6.11928
O 5.71072 -4.56121 -5.93505
C 7.54634 -6.03103 -5.59100
H 4.47020 -6.32035 -7.20617
H 6.00012 -7.01513 -7.76970
H 5.25602 -7.58848 -6.24971
H 8.20704 -6.29630 -6.41787
H 7.46311 -6.86979 -4.89807
H 7.97177 -5.18018 -5.06160
C 4.25543 2.12864 0.67275
C 3.37183 1.10281 0.00865
O 3.75679 -0.03152 -0.19522
C 1.98738 1.52721 -0.39566
H 5.22042 1.67980 0.90751
H 4.41565 2.97307 0.00072
H 3.79345 2.47310 1.59978
H 2.03860 2.34355 -1.11998
H 1.42284 1.84134 0.48358
H 1.48275 0.68415 -0.85162
C 3.78934 -7.94716 0.86154
C 4.58708 -9.19247 1.15694
O 4.15807 -10.29512 0.89999
C 5.94603 -9.00556 1.78809
H 2.83851 -8.22551 0.41189
H 3.59336 -7.40110 1.78554
H 4.33514 -7.31276 0.16243
H 5.84383 -8.50514 2.75237
H 6.58543 -8.41528 1.12954
H 6.40776 -9.97892 1.94517
*
```

## Properties
SMILES = COCCCc1c(CCCS(=O)(=O)O)c(CC(=O)F)c2c(c1COC)N(/C(Cl)=C(/C)Cl)c1c(ccc(N)c1CCC(F)(F)C(F)(F)C(F)(F)C(F)(F)F)S2.CC(C)=O.CC(C)=O.CC(C)=O.CC(C)=O.CC(C)=O.CC(C)=O.CC(C)=O.CC(C)=O.CC(C)=O
gap between HOMO and LUMO = 8.03 eV

***

# 4
Here is a cluster of 2 separate species, C21H16F4NO in total in a non-equilibrium geometry from OMol25. Energies are from ωB97M-V with the def2-TZVPD basis set.

Geometry as ORCA input:
```
! wB97M-V def2-TZVPD RIJCOSX def2/J DEFGRID3
* xyz 1 1
F 2.93819 0.55857 3.79065
C 3.13413 0.89762 2.46868
C 4.30324 0.45713 1.84984
C 4.47274 0.84724 0.51752
F 5.65154 0.51247 -0.11079
C 3.52626 1.56752 -0.18385
C 2.31182 1.97682 0.45115
C 1.37728 2.67022 -0.34824
C 0.01588 2.95977 -0.10403
C -0.67358 3.71422 -1.10517
C -1.99408 4.07221 -0.93672
F -2.61553 4.80542 -1.92400
C -2.73187 3.74912 0.20671
C -2.05139 3.02121 1.18079
F -2.72241 2.72858 2.34951
C -0.74189 2.57881 1.04152
C 2.17041 1.66991 1.83604
H 5.04890 -0.12780 2.37665
H 3.67731 1.84533 -1.22688
H 1.75595 3.00289 -1.31628
H -0.11666 4.02365 -1.98664
H -3.76632 4.05447 0.32494
H -0.31108 1.93960 1.80297
H 1.33208 2.05555 2.40634
C 0.01174 6.42504 1.02683
C 1.38335 5.94992 0.59932
C 2.33777 5.75046 1.62265
N 3.67672 5.48341 1.38011
C 4.23785 5.57602 0.12390
C 5.58240 5.35326 -0.08137
C 6.41277 5.00670 0.98263
C 5.82731 4.87483 2.24870
C 4.48186 5.10141 2.43754
O 1.62858 5.71452 -0.60668
H -0.40006 5.78085 1.81422
H 0.08122 7.44626 1.42510
H -0.66698 6.41842 0.17095
H 2.04516 5.83747 2.66961
H 3.55164 5.81487 -0.67320
H 5.93701 5.47662 -1.10115
H 7.47882 4.85503 0.83148
H 6.41948 4.60228 3.11889
H 3.95658 5.03172 3.38813
*
```

## Properties
gap between HOMO and LUMO = 3.81 eV

***

no.,LUMO energy (eV),highest occupied orbital energy (eV)
1,0.592,-9.98
2,-0.166,-10.19
3,0.171,-7.86
4,-6.440,-10.25